{
  "formula": "C21H31AlFN2O7",
  "method": "ωB97M-V with the def2-TZVPD basis set",
  "homo_lumo_gap_ev": 7.9,
  "charge": -1,
  "homo_ha": -0.19310,
  "elements": ["C", "C", "O", "O", "C", "C", "Al", "C", "C", "F", "O", "C", "C", "C", "C", "O", "N", "C", "C", "C", "C", "C", "C", "C", "C", "C", "C", "C", "O", "N", "O", "O", "H", "H", "H", "H", "H", "H", "H", "H", "H", "H", "H", "H", "H", "H", "H", "H", "H", "H", "H", "H", "H", "H", "H", "H", "H", "H", "H", "H", "H", "H", "H"],
  "positions_angstrom": [[6.359, -2.025, -0.400], [6.157, -0.621, 0.150], [7.132, 0.057, 0.415], [4.913, -0.113, 0.325], [4.105, -0.902, 1.218], [2.867, -0.147, 1.684], [1.699, 0.606, 0.188], [2.273, 0.187, -1.727], [2.930, -1.188, -1.974], [3.136, 1.234, -2.142], [1.594, 2.456, 0.178], [0.209, 2.664, 0.117], [-0.194, 2.649, -1.385], [-1.527, 1.937, -1.792], [-1.293, 0.695, -2.654], [-1.291, 0.823, -3.869], [-1.035, -0.585, -2.090], [-2.150, -1.281, -1.587], [-1.947, -2.582, -1.157], [-2.956, -3.318, -0.621], [-4.225, -2.792, -0.484], [-4.426, -1.523, -0.947], [-3.423, -0.767, -1.492], [-0.422, 1.615, 1.076], [-1.830, 1.860, 1.658], [-2.814, 0.667, 1.516], [-2.996, -0.020, 2.905], [-4.196, 1.255, 1.134], [0.463, 1.779, 2.321], [0.229, 0.772, 3.199], [0.471, 1.114, 4.309], [-0.092, 0.367, 0.618], [6.946, -2.576, 0.340], [6.902, -2.030, -1.344], [5.426, -2.580, -0.534], [3.843, -1.884, 0.798], [4.725, -1.137, 2.103], [2.242, -0.825, 2.280], [3.210, 0.645, 2.360], [1.391, 0.253, -2.377], [4.011, -1.030, -2.028], [2.670, -1.933, -1.220], [2.644, -1.539, -2.977], [-0.095, 3.646, 0.525], [-0.311, 3.698, -1.671], [0.592, 2.256, -2.030], [-2.094, 2.618, -2.432], [-2.190, 1.685, -0.959], [-0.494, -1.162, -2.721], [-0.969, -3.049, -1.233], [-2.773, -4.326, -0.264], [-5.030, -3.357, -0.032], [-5.425, -1.106, -0.852], [-3.649, 0.239, -1.823], [-1.821, 2.219, 2.687], [-2.270, 2.678, 1.067], [-2.458, -0.098, 0.827], [-2.111, -0.630, 3.094], [-3.925, -0.595, 2.904], [-3.076, 0.772, 3.658], [-5.007, 0.614, 1.496], [-4.320, 1.420, 0.059], [-4.303, 2.238, 1.608]],
  "forces_ev_per_angstrom": [[-0.7100, -0.4583, 0.4722], [1.2767, 1.0323, 0.1171], [-0.9471, -0.5864, -0.4380], [0.2734, -0.5047, -0.0253], [-0.3690, -0.6973, 1.2754], [0.1290, 0.0944, -0.9287], [0.5847, 0.9494, 0.2624], [-0.6795, -0.6956, 0.9470], [0.0220, 0.8812, -1.0604], [0.1728, -0.2681, -0.2726], [-0.4911, -0.7818, -0.0122], [0.5152, 0.4667, 0.3701], [-1.3267, -0.1721, 0.1218], [-0.2917, -0.4412, 0.0403], [-0.0043, 0.5201, -1.1943], [0.4053, -0.1840, 0.6919], [-0.6722, 0.6439, -0.0972], [0.8730, -0.1296, 0.1467], [0.9900, -0.4215, -0.1446], [-0.5154, -1.0733, 0.6259], [-0.0803, -0.3507, 0.1178], [-1.4255, 0.3103, 0.3417], [-0.0011, 0.8856, -0.4058], [1.0676, -1.2983, 0.7539], [-0.5540, -0.4146, -2.0198], [-0.8352, 0.4627, 1.4318], [0.3497, 0.4733, -0.8657], [0.2659, -0.0725, -0.0647], [-0.1510, 0.6861, 0.5765], [-0.3500, 0.4316, -0.1334], [0.3188, -0.1637, 0.1012], [-0.2832, 0.4070, -0.6013], [0.0792, 0.0994, -0.1446], [0.0224, 0.3166, 0.1116], [0.0622, 0.2200, -0.0787], [0.0174, 0.2908, -0.3451], [0.1147, 0.0724, -0.2552], [0.1648, -0.0362, -0.0688], [-0.2617, 0.0737, -0.1306], [0.2122, 0.1157, -0.0695], [-0.0692, -0.1931, 0.3471], [0.0782, 0.0267, -0.0522], [0.0656, -0.3269, 0.2272], [0.3689, 0.0180, -0.0262], [0.1018, -0.1266, -0.0548], [0.2426, 0.0242, 0.4554], [0.0155, -0.1996, -0.0445], [0.4014, 0.0467, 0.1537], [-0.0359, 0.1489, -0.1547], [0.0610, 0.2862, -0.0205], [0.1473, 0.0556, -0.0961], [0.0320, -0.0141, -0.0419], [0.1191, 0.1522, -0.0967], [0.0541, -0.0712, -0.0927], [0.2810, -0.0778, -0.0835], [0.2119, 0.0259, 0.1149], [0.0238, 0.3125, -0.1733], [-0.2316, -0.0744, 0.3089], [0.2639, -0.2552, 0.1343], [-0.0184, -0.2517, 0.1242], [-0.0021, 0.0578, -0.2360], [0.0496, -0.0715, 0.0870], [-0.1285, -0.1760, 0.0718]],
  "lowdin_charge": [0.00, -0.52, 0.09, -0.03, -0.28, -0.15, 0.35, -0.34, -0.10, -0.10, -0.12, -0.34, -0.07, -0.08, -0.44, 0.08, 0.13, -0.25, -0.03, -0.10, -0.11, -0.11, -0.05, -0.45, -0.08, -0.38, -0.07, -0.09, -0.07, -0.06, 0.03, -0.08, 0.09, 0.09, 0.06, 0.10, 0.12, 0.06, 0.07, 0.06, 0.06, 0.06, 0.06, 0.15, 0.11, 0.10, 0.12, 0.08, 0.14, 0.12, 0.10, 0.10, 0.11, 0.11, 0.12, 0.11, 0.11, 0.07, 0.06, 0.07, 0.07, 0.06, 0.08]
}


{
  "formula": "C2H4OS",
  "method": "ωB97M-V with the def2-TZVPD basis set",
  "homo_lumo_gap_ev": 8.4,
  "homo_ha": -0.33642,
  "e_above_lowest_kcal_mol": 102.5,
  "elements": ["C", "C", "O", "S", "H", "H", "H", "H"],
  "positions_angstrom": [[-1.643, 0.361, -0.221], [1.620, -1.189, 0.075], [-2.830, 0.286, 0.017], [1.939, 0.417, 0.181], [-1.038, 0.917, 0.478], [0.951, -1.293, -0.819], [-1.115, -0.062, -1.122], [2.116, 0.563, 1.411]],
  "forces_ev_per_angstrom": [[-1.3024, 0.0670, 0.0731], [-1.2582, -0.3562, 0.4145], [1.0519, -0.3755, -0.8118], [-1.2230, 0.4024, -3.3314], [0.7653, 0.2778, 0.3090], [1.2449, -0.0649, -0.1667], [-0.6221, 0.0637, 0.4365], [1.3436, -0.0143, 3.0769]],
  "lowdin_charge": [-0.15, -0.43, -0.01, 0.72, 0.04, -0.08, 0.08, -0.18]
}


{
  "formula": "CH5PS2",
  "method": "ωB97M-V with the def2-TZVPD basis set",
  "homo_lumo_gap_ev": [6.7, 7.8],
  "homo_ha": [-0.27066, -0.29358],
  "e_above_lowest_kcal_mol": 107.8,
  "elements": ["C", "P", "S", "S", "H", "H", "H", "H", "H"],
  "positions_angstrom": [[-0.529, 0.143, -0.669], [2.238, -0.077, 0.126], [-1.517, -0.803, 0.425], [-0.722, 1.877, -0.633], [-0.245, -0.445, -1.498], [1.785, 0.486, 1.207], [1.633, -1.215, 0.398], [-1.269, -1.918, -0.009], [-1.374, 1.952, 0.654]],
  "forces_ev_per_angstrom": [[0.3953, -0.2168, 1.7219], [1.3785, 0.7478, -3.4545], [-0.9906, 4.2101, 1.7756], [-1.0339, -0.0501, 1.3481], [0.3358, 0.3488, -1.2182], [-1.1296, 1.4192, 2.6917], [-0.9484, -2.3804, 0.6546], [1.0203, -3.8478, -1.6495], [0.9727, -0.2310, -1.8697]],
  "lowdin_charge": [-1.08, 0.65, 0.70, 0.60, -0.02, -0.28, -0.29, -0.22, -0.07]
}


{
  "formula": "C5H6BrFO3",
  "method": "ωB97M-V with the def2-TZVPD basis set",
  "smiles": "COC(=O)C=C=O.FCBr",
  "homo_lumo_gap_ev": 10.4,
  "homo_ha": -0.36597,
  "e_above_lowest_kcal_mol": 38.3,
  "elements": ["C", "C", "C", "C", "C", "O", "O", "O", "F", "Br", "H", "H", "H", "H", "H", "H"],
  "positions_angstrom": [[0.112, -1.868, 0.081], [1.096, -2.197, -0.683], [-0.681, -0.586, -0.046], [-2.705, 0.500, 0.347], [2.155, 1.486, 0.005], [-0.369, 0.333, -0.760], [1.915, -2.565, -1.399], [-1.825, -0.567, 0.665], [1.570, 0.990, 1.087], [4.005, 0.975, -0.200], [-0.255, -2.544, 0.895], [-2.001, 1.454, 0.431], [-3.511, 0.499, 1.076], [-3.117, 0.221, -0.619], [1.556, 1.191, -0.910], [2.055, 2.678, 0.030]],
  "forces_ev_per_angstrom": [[-3.2880, 1.0788, 2.7649], [0.8136, -0.5254, -1.0945], [0.4481, -0.6181, -0.4304], [1.7920, 1.6201, 0.3685], [-1.2083, 3.4265, -2.5280], [0.0639, -0.0303, -0.4356], [0.3442, 0.1182, -0.0204], [0.8235, -1.5914, 0.5744], [-0.0497, -0.6615, 1.1897], [-0.2301, -0.0237, 0.1701], [0.7412, 0.4322, -1.0165], [-2.2577, -1.5852, -0.6949], [0.2258, 0.0321, 0.1883], [0.0004, 0.9354, -0.3375], [1.0913, -0.0655, 1.1083], [0.6898, -2.5421, 0.1937]],
  "lowdin_charge": [0.02, -0.17, -0.50, -0.05, -0.73, 0.05, 0.23, -0.06, -0.07, 0.63, 0.15, 0.14, 0.09, 0.10, 0.06, 0.11]
}


{
  "formula": "C32H33N7O8PSTi",
  "method": "ωB97M-V with the def2-TZVPD basis set",
  "homo_lumo_gap_ev": [4.7, 6.1],
  "charge": -2,
  "spin_multiplicity": 4,
  "homo_ha": [-0.01599, -0.06945],
  "e_above_lowest_kcal_mol": 18.0,
  "elements": ["Ti", "O", "N", "C", "C", "C", "C", "C", "S", "H", "H", "H", "H", "O", "C", "C", "O", "C", "C", "O", "C", "O", "O", "C", "P", "C", "C", "C", "C", "C", "C", "C", "C", "C", "C", "C", "C", "H", "H", "H", "H", "H", "H", "H", "H", "H", "H", "H", "H", "H", "C", "N", "C", "C", "C", "N", "C", "C", "O", "H", "H", "H", "H", "H", "H", "H", "H", "H", "H", "H", "H", "N", "C", "N", "N", "C", "N", "H", "H", "H", "H", "O", "C"],
  "positions_angstrom": [[0.244, 0.477, -0.254], [1.365, 0.644, -2.083], [2.466, 1.371, -1.987], [3.538, 0.944, -2.683], [4.715, 1.641, -2.703], [4.790, 2.825, -1.963], [3.701, 3.235, -1.239], [2.497, 2.500, -1.206], [1.147, 2.934, -0.269], [3.366, 0.015, -3.205], [5.553, 1.256, -3.266], [5.704, 3.406, -1.946], [3.730, 4.131, -0.635], [-5.724, 2.118, 0.597], [-4.555, 1.828, 0.435], [-3.518, 1.666, 1.525], [-3.701, 1.840, 2.723], [-2.297, 1.260, 0.835], [-2.493, 1.257, -0.571], [-1.529, 0.981, -1.355], [-3.886, 1.549, -0.892], [-4.437, 1.548, -1.987], [-1.161, 0.948, 1.324], [-1.188, -2.292, -4.786], [-0.714, -1.842, -3.050], [-2.255, -2.358, -2.196], [-2.439, -3.535, -1.476], [-3.634, -3.771, -0.807], [-4.655, -2.832, -0.843], [-4.475, -1.646, -1.544], [-3.283, -1.412, -2.212], [0.472, -3.203, -2.680], [1.636, -2.833, -2.007], [2.595, -3.779, -1.660], [2.407, -5.108, -2.007], [1.265, -5.488, -2.703], [0.305, -4.542, -3.033], [-1.534, -3.322, -4.898], [-0.330, -2.122, -5.438], [-1.991, -1.622, -5.096], [-1.637, -4.259, -1.403], [-3.754, -4.683, -0.234], [-5.575, -3.006, -0.298], [-5.237, -0.877, -1.544], [-3.131, -0.450, -2.692], [1.788, -1.792, -1.742], [3.473, -3.467, -1.106], [3.147, -5.850, -1.731], [1.116, -6.527, -2.977], [-0.592, -4.857, -3.556], [-0.539, 2.659, 3.888], [0.238, 1.898, 4.853], [0.101, 2.274, 6.238], [0.585, 1.156, 7.138], [1.999, 0.782, 6.745], [2.074, 0.501, 5.333], [3.267, -0.179, 4.878], [1.282, 1.132, 4.382], [1.478, 0.979, 3.193], [-1.598, 2.610, 4.146], [-0.417, 2.217, 2.904], [-0.215, 3.707, 3.863], [-0.955, 2.486, 6.425], [0.656, 3.202, 6.458], [-0.067, 0.289, 7.011], [0.550, 1.465, 8.185], [2.323, -0.112, 7.288], [2.695, 1.591, 7.027], [3.342, -1.166, 5.343], [4.170, 0.390, 5.133], [3.226, -0.303, 3.800], [5.432, -3.131, 2.330], [4.205, -2.458, 2.050], [3.084, -3.345, 2.106], [4.243, -1.504, 1.036], [3.158, -0.892, 0.730], [2.192, -0.303, 0.419], [5.479, -3.985, 1.766], [6.190, -2.519, 2.055], [2.840, -3.580, 3.060], [2.271, -2.921, 1.673], [-0.461, -2.456, 0.944], [-0.290, -1.491, 0.355]],
  "forces_ev_per_angstrom": [[0.0275, -0.1514, 0.2701], [-0.0320, -0.0310, -0.0230], [-0.0212, 0.0281, 0.0461], [-0.0098, -0.0046, -0.0114], [-0.0193, -0.0045, 0.0102], [0.0031, 0.0086, -0.0018], [0.0203, 0.0053, 0.0037], [-0.0388, -0.0222, -0.0178], [0.0812, -0.0264, -0.0580], [-0.0057, 0.0031, -0.0008], [0.0018, 0.0026, -0.0010], [-0.0011, 0.0014, 0.0022], [0.0049, -0.0004, -0.0025], [0.0411, -0.0152, -0.0062], [-0.0022, 0.0077, -0.0029], [-0.0303, -0.0179, 0.0208], [-0.0042, -0.0075, -0.0447], [0.0657, -0.0274, 0.0118], [0.0804, -0.0521, -0.0142], [-0.0448, 0.0070, 0.0192], [-0.0323, 0.0462, 0.0514], [0.0169, 0.0642, 0.0194], [-0.0300, 0.1169, -0.1208], [-0.0492, -0.0408, 0.0304], [0.0790, 0.0074, -0.1118], [0.0234, 0.0266, 0.0365], [-0.0382, -0.0263, -0.0234], [-0.0009, -0.0026, 0.0091], [0.0254, -0.0112, 0.0034], [-0.0497, -0.0365, 0.0058], [0.0406, 0.0054, -0.0177], [-0.0225, 0.0194, -0.0253], [0.0318, -0.0046, 0.0048], [-0.0063, 0.0050, -0.0084], [0.0031, -0.0093, -0.0046], [0.0082, 0.0076, 0.0060], [0.0099, -0.0057, 0.0113], [0.0015, -0.0114, -0.0041], [0.0064, -0.0071, -0.0040], [-0.0037, 0.0130, 0.0057], [-0.0058, -0.0028, 0.0144], [-0.0009, -0.0071, 0.0036], [-0.0036, -0.0019, 0.0019], [-0.0010, -0.0130, -0.0244], [-0.0279, -0.0641, -0.0201], [-0.0375, 0.0186, 0.0341], [-0.0059, -0.0059, 0.0078], [-0.0001, -0.0007, 0.0038], [0.0002, -0.0017, 0.0027], [-0.0001, 0.0077, -0.0210], [-0.0022, 0.0379, 0.0125], [0.0383, -0.0365, 0.0222], [0.0049, -0.0047, -0.0048], [-0.0089, -0.0053, -0.0030], [0.0011, 0.0130, 0.0086], [0.0158, -0.0772, 0.0133], [0.0137, 0.0030, -0.0089], [-0.2034, 0.1024, 0.0149], [0.1812, -0.0518, -0.0385], [0.0046, -0.0018, -0.0130], [-0.0130, 0.0288, 0.0612], [0.0093, 0.0112, 0.0153], [0.0056, 0.0033, -0.0034], [-0.0025, -0.0024, 0.0020], [-0.0047, -0.0003, 0.0045], [0.0066, -0.0012, 0.0031], [0.0071, 0.0043, -0.0014], [-0.0040, 0.0040, -0.0010], [-0.0033, 0.0030, 0.0177], [0.0064, 0.0007, -0.0096], [-0.0063, -0.0012, -0.0046], [-0.2602, 0.0088, 0.0142], [-0.0551, 0.1109, -0.0806], [0.1534, 0.1057, 0.0015], [0.0249, -0.1554, 0.1350], [0.0416, 0.0373, 0.0299], [-0.1377, 0.0742, -0.0354], [0.0959, -0.0298, -0.0390], [0.0063, -0.0231, -0.0235], [0.0577, -0.0218, -0.0108], [-0.0276, -0.0060, 0.0034], [0.0190, 0.0462, -0.0828], [-0.0116, 0.0352, -0.0653]],
  "lowdin_charge": [0.66, -0.29, -0.21, -0.03, -0.09, -0.10, -0.10, -0.68, 0.68, 0.13, 0.09, 0.09, 0.09, 0.07, -0.28, -0.30, 0.05, -0.29, -0.31, -0.13, -0.32, 0.04, -0.13, -0.29, 1.05, -0.37, -0.11, -0.10, -0.10, -0.07, -0.10, -0.38, -0.10, -0.08, -0.10, -0.11, -0.12, 0.02, 0.03, 0.03, 0.09, 0.09, 0.09, 0.10, 0.09, 0.06, 0.09, 0.09, 0.09, 0.09, -0.03, -0.09, -0.19, -0.17, -0.20, -0.10, -0.05, -0.47, 0.06, 0.08, 0.06, 0.09, 0.12, 0.12, 0.12, 0.11, 0.11, 0.12, 0.08, 0.09, 0.07, 0.01, -0.54, 0.08, 0.04, -0.38, 0.08, 0.04, 0.04, 0.06, 0.05, 0.08, -0.12]
}


The records above give, respectively, molar mass values of 469.466 76.120 112.159 213.002 754.565 g/mol.